1.
{"formula": "C28H56O14S7", "method": "ωB97M-V with the def2-TZVPD basis set", "molar_mass_g_mol": 841.21, "lumo_ev": 0.1, "smiles": "O=S1(=O)CCCC1.O=S1(=O)CCCC1.O=S1(=O)CCCC1.O=S1(=O)CCCC1.O=S1(=O)CCCC1.O=S1(=O)CCCC1.O=S1(=O)CCCC1", "relative_energy_kcal_mol": 100.3, "total_charge": 0, "fmax_ev_per_a": 3.58, "homo_lumo_gap_ev": 10.208, "e_tot_ev": -134449.57110, "multiplicity": 1, "symbols": ["H", "H", "C", "H", "H", "C", "H", "C", "H", "H", "H", "C", "C", "C", "H", "H", "C", "O", "C", "C", "O", "S", "C", "H", "O", "H", "H", "S", "H", "H", "H", "H", "O", "S", "H", "H", "H", "C", "H", "S", "H", "C", "H", "H", "H", "C", "C", "C", "H", "O", "H", "H", "H", "H", "O", "C", "H", "H", "H", "H", "O", "H", "C", "H", "H", "H", "C", "H", "C", "C", "C", "O", "H", "C", "C", "H", "C", "H", "O", "H", "O", "O", "H", "O", "H", "H", "H", "H", "O", "C", "C", "H", "C", "C", "H", "H", "S", "H", "H", "H", "S", "O", "S", "H", "H"], "coordinates": [[6.2545, -4.2387, 1.8666], [4.2178, -4.6108, 5.0636], [0.7190, -2.4741, -4.8071], [-2.1493, 1.7100, -3.8166], [0.4244, 4.1639, -4.7994], [-0.5200, -2.8486, -4.0037], [4.7028, 1.6846, 5.0359], [3.1983, 1.5389, 6.5211], [-0.9811, -1.9720, -3.5487], [-1.0759, 0.5275, 0.5564], [5.1970, -3.4681, 4.0681], [-5.3181, 2.5032, -2.8366], [4.1615, -4.0087, 1.4042], [-0.6428, -0.4479, 0.7780], [4.5534, -3.0158, 1.1837], [-4.1913, -0.6839, -3.2027], [-5.4300, 2.1740, -1.3193], [-3.3041, 0.6121, -0.8490], [0.3278, 4.0732, -2.6957], [5.1848, -5.4053, 3.1161], [2.9887, -2.3746, 3.1461], [-1.5222, 3.7893, -2.7388], [3.7626, 0.2534, 7.2943], [2.6860, -1.5292, 0.5639], [1.7111, -5.0123, -5.0209], [0.4327, -1.6171, -5.4169], [4.6945, 0.4273, 7.8322], [-3.7886, 3.2535, 2.9656], [-2.1702, -2.8525, -5.4065], [-6.4833, 2.0633, -1.0616], [-4.9993, 2.9064, -0.6366], [3.0969, 2.0837, 4.4249], [-1.8412, 3.1941, -1.4757], [3.1411, -3.8236, 3.0891], [-6.0003, -0.5490, -2.7985], [-1.2969, -0.9767, 1.4713], [-1.2243, 4.6825, 2.9142], [1.7601, -1.0901, 0.1926], [-4.4225, 3.1061, -2.9865], [-0.5833, -1.4684, -0.7158], [0.8273, -3.0194, 0.4024], [0.8361, 3.4845, -4.0530], [2.0710, -0.5044, -0.6724], [-0.2021, -3.3529, -3.0912], [-2.1807, -4.2701, -4.2358], [-2.2221, 3.0432, 2.0049], [3.6429, 1.4440, 5.1184], [-1.5644, 4.4646, 1.9018], [-1.7898, 2.2615, 2.6294], [3.2543, -2.1884, 6.2490], [-4.9005, 5.2143, 2.0346], [-0.9534, -5.4205, -5.8600], [4.5237, -6.2719, 3.1056], [0.6001, 3.4152, -1.8704], [-1.7070, -2.4394, -0.8634], [5.3928, -4.8855, 1.7016], [-2.4417, 6.3808, 1.5017], [3.5755, 2.4403, 7.0042], [-1.7535, 2.9993, -5.0206], [6.1378, -5.7583, 3.5102], [-0.3596, -0.6038, -1.8579], [3.4911, -4.3912, 0.6346], [-3.9075, 5.0238, 2.4419], [0.8790, -1.2025, 2.0586], [1.9115, 3.3685, -4.1874], [3.0615, -0.1185, 8.0414], [1.0407, -2.2987, -0.3870], [0.4259, 1.3766, -3.4967], [0.8263, -0.4339, 1.2875], [-2.7359, 5.3313, 1.4924], [4.5472, -4.3432, 4.0596], [5.4821, -1.1154, 5.6791], [1.5565, -2.0824, -4.2298], [3.3274, 0.0461, 4.6674], [-5.2266, 1.1943, -3.7186], [-2.3153, 2.5802, 1.0225], [-1.4246, 2.4606, -4.1320], [0.3216, 1.6982, -5.2044], [1.4215, -3.6428, -7.2352], [2.1309, 1.3550, 6.3985], [-5.5349, -0.1371, -0.0258], [-3.5795, 3.2728, 4.4129], [-4.3599, 1.3004, -4.3710], [2.0883, -4.8740, 3.1853], [-3.8044, 5.6682, 3.3150], [-0.6973, 4.4553, 1.2413], [-6.0854, 1.0021, -4.3618], [-6.1022, 3.1640, -3.2062], [-4.9026, 2.4848, 2.4362], [-5.0087, -0.0967, -2.7841], [-1.5897, -3.5647, -4.8200], [5.4950, -5.7032, 0.9882], [-0.7268, -4.3545, -5.8386], [0.1490, 2.1406, -4.2232], [3.8273, -0.3197, 3.7705], [1.4648, -2.8754, -1.2090], [1.0374, -4.0423, -5.8684], [-1.0694, -4.0445, -6.8258], [1.3144, 0.3456, 1.8726], [0.5744, 5.1242, -2.5452], [4.0529, -1.0198, 5.9986], [-2.1328, 5.0039, -3.2542], [-4.7157, 0.5124, -1.0445], [-2.8404, 5.2606, 0.4097], [2.2759, -0.2217, 4.5648]], "mulliken_charge": [0.291, 0.537, -0.883, -0.011, 0.330, 0.374, 0.363, -0.593, -0.154, -0.693, 0.240, -0.058, -0.626, 0.259, 0.245, 0.229, -0.542, -0.410, -0.781, -0.959, -0.464, 0.962, -0.813, 0.132, -0.636, 0.335, 0.384, 1.061, 0.277, 0.393, 0.150, 0.326, -0.292, 0.988, 0.422, 0.518, 0.377, -0.697, -0.261, 1.132, 0.355, -0.779, 0.375, 0.089, 0.310, -0.051, -0.653, -0.725, 0.511, -0.681, 0.416, 0.448, 0.387, 0.294, -0.834, -0.593, 0.410, 0.328, 0.400, 0.424, -0.451, 0.479, -0.812, 0.079, 0.372, 0.343, -0.925, -0.053, -0.357, -0.424, -0.557, -0.685, 0.479, -0.597, -0.645, -0.340, -0.496, 0.401, -0.653, 0.318, -0.745, -0.677, 0.253, -0.698, 0.404, 0.334, 0.407, 0.461, -0.566, -0.653, -0.679, 0.281, -0.736, -0.084, 0.325, 0.520, 1.086, 0.359, 0.600, 0.470, 1.234, -0.763, 1.051, 0.054, 0.404]}



2.
{"formula": "C24H46B2Br20F6O5S", "method": "ωB97M-V with the def2-TZVPD basis set", "molar_mass_g_mol": 2180.39, "lumo_ev": -1.4, "total_charge": 0, "fmax_ev_per_a": 9.55, "homo_lumo_gap_ev": 6.627, "e_tot_ev": -1465213.86511, "multiplicity": 1, "symbols": ["F", "H", "Br", "C", "F", "Br", "O", "H", "C", "C", "H", "H", "C", "C", "Br", "C", "H", "H", "H", "Br", "C", "H", "H", "H", "Br", "O", "H", "S", "H", "H", "H", "C", "H", "F", "H", "C", "C", "C", "C", "H", "O", "B", "C", "H", "H", "O", "H", "H", "H", "H", "H", "Br", "H", "C", "Br", "H", "H", "C", "H", "C", "H", "C", "H", "H", "Br", "C", "Br", "C", "C", "F", "H", "Br", "O", "H", "C", "C", "Br", "H", "H", "H", "H", "C", "Br", "Br", "Br", "H", "Br", "H", "H", "H", "C", "H", "F", "H", "Br", "H", "B", "Br", "Br", "F", "Br", "H", "Br", "H"], "coordinates": [[1.7274, 2.2947, -2.3659], [11.7313, -0.6900, -2.4183], [-4.6924, 1.7725, -4.8286], [-1.2094, 4.7256, 1.3099], [3.4246, -1.1966, -4.0371], [-4.9740, -4.2045, 5.6380], [-2.6263, -3.8515, -2.7401], [-2.2774, 2.2387, -5.1980], [1.9876, -1.2417, 2.5932], [-6.6480, 6.0221, 2.7721], [-2.0751, 1.1644, -7.5562], [-5.2894, -6.6183, 5.2521], [-0.3306, 3.5055, 1.2720], [-5.9738, -5.7857, 5.1054], [2.3676, -2.0323, 0.8015], [6.2632, 2.2429, -2.9199], [-3.9128, -1.4696, 1.7060], [-7.5663, 5.7168, 2.2827], [0.9149, -1.1885, 2.6893], [1.6536, -3.6648, 4.0846], [3.0861, 6.6551, 4.7493], [-6.0058, 7.3118, 4.3946], [-7.0065, 8.0986, 3.1608], [2.0045, 6.7014, 4.8186], [-4.9323, -4.2536, 0.4534], [-0.5224, -4.0359, -3.8544], [-0.3110, -3.0358, -0.8902], [2.2094, -1.9786, -1.8243], [3.6678, 6.5013, 6.8063], [4.7455, 5.6300, 5.7007], [-0.8847, 2.5886, 1.0966], [3.3999, -2.2233, -3.1994], [3.6589, -2.3050, 3.4934], [-0.1574, 1.4543, -1.8358], [2.6120, -1.4592, 4.6452], [-3.3450, -1.9255, 2.5098], [4.8676, 1.8836, -2.4889], [-2.8276, 0.9008, -6.8170], [-4.0459, -6.9570, 0.6635], [-0.7154, 5.5893, 1.7418], [2.1480, -3.2533, -0.9812], [-1.3131, -3.5150, -2.8446], [-1.9179, -2.2052, 2.1375], [-6.7517, -6.6761, 3.3181], [-0.9160, -0.1599, -3.3967], [2.6947, -0.8068, -0.9909], [-3.0485, -5.4932, -0.5961], [4.1535, 2.6805, -2.6553], [9.0881, 0.1156, -3.7609], [7.0157, 1.5732, -2.5194], [-3.7189, 0.5466, -7.3225], [-3.4668, -0.7294, 4.0384], [-1.5607, 4.9732, 0.3104], [-6.4033, -5.7057, 3.6669], [4.7970, 1.4456, -0.5981], [-1.8634, -3.0431, 1.4433], [-1.4410, -1.8457, -1.4556], [0.6673, 1.6551, -2.8538], [0.4393, 3.6127, 0.5099], [11.0861, -0.5862, -3.2835], [3.4871, 7.6639, 4.6834], [2.6353, -2.0188, 3.7113], [-5.9009, 6.2656, 2.0188], [-5.6164, -5.3482, 3.0114], [-8.4316, 6.9508, 4.8125], [-4.0437, -5.8090, -0.3073], [2.7486, 4.2706, 6.2972], [-3.0904, 2.0586, -5.8935], [-6.8405, 7.1781, 3.7155], [0.1183, 2.4768, -3.7551], [-3.2833, 2.9628, -6.4654], [-2.0842, -0.6199, -5.8505], [1.0974, 0.5307, -3.4398], [4.5293, 0.9843, -3.0013], [3.7161, 5.9103, 5.8946], [0.0996, -0.5214, -3.4658], [9.5874, 1.1263, -1.5430], [-5.0044, -7.0955, 1.1524], [-3.8379, -2.8419, 2.8257], [-6.8072, -5.8797, 5.7929], [2.3964, -0.2305, 2.5526], [-0.6464, -2.5182, -1.7890], [-7.9216, -4.5085, 3.4329], [3.5087, 5.8239, 3.0440], [-2.7259, -6.6975, 2.0708], [-1.2819, -2.4082, 2.9944], [11.8766, 0.7816, -4.4188], [-4.6119, -6.0592, -1.1997], [9.1685, -1.1127, -2.4846], [-3.1080, -3.0720, -2.4548], [9.6664, -0.2480, -2.9179], [6.3339, 2.2587, -4.0060], [4.5961, -2.3409, -2.6506], [11.1205, -1.5000, -3.8719], [-1.1230, -0.7056, 1.1856], [-0.6519, -3.5202, -4.6522], [0.4477, -1.6360, -2.4099], [-5.9505, 4.4582, 3.6891], [0.6379, 3.2697, 2.9401], [3.1520, -3.3151, -3.9012], [-2.8234, 4.4125, 2.3545], [0.1861, -0.9987, -4.4429], [6.7527, 4.0377, -2.3552], [-3.7586, -7.8792, 0.1645]], "mulliken_charge": [-0.197, 0.374, -0.113, -0.615, -0.200, -0.134, -0.559, 0.061, -0.442, -0.539, 0.341, 0.358, -0.317, -0.611, 0.236, -0.299, 0.407, 0.379, -0.050, -0.206, -0.569, 0.364, 0.344, 0.352, -0.141, -0.548, 0.153, 1.001, 0.332, 0.369, 0.137, 0.287, 0.378, -0.196, 0.422, -0.301, -0.211, -0.597, -0.604, 0.371, -0.684, 0.721, -0.204, 0.377, 0.465, -0.338, 0.168, 0.407, 0.370, -0.001, 0.398, -0.181, 0.396, -0.104, -0.132, 0.088, 0.099, 0.777, 0.244, -0.581, 0.336, -0.642, 0.300, -0.212, -0.140, -0.398, -0.134, -0.346, -0.583, -0.318, 0.387, -0.020, -0.235, -0.133, -0.573, -0.593, -0.116, 0.324, -0.058, 0.408, 0.355, -0.648, -0.120, -0.122, -0.125, 0.411, -0.137, 0.398, 0.401, 0.309, -0.642, 0.434, -0.206, 0.351, -0.164, 0.304, 0.453, -0.161, -0.083, -0.226, -0.107, 0.300, -0.148, 0.415]}



3.
{"formula": "C38H33N4O", "method": "ωB97M-V with the def2-TZVPD basis set", "molar_mass_g_mol": 561.71, "lumo_ev": -4.4, "relative_energy_kcal_mol": 0.0, "total_charge": 1, "fmax_ev_per_a": 1.52, "homo_lumo_gap_ev": 5.610, "e_tot_ev": -47941.96522, "multiplicity": 1, "symbols": ["C", "H", "C", "H", "H", "C", "H", "C", "H", "C", "H", "C", "C", "H", "C", "H", "C", "H", "H", "C", "C", "C", "C", "C", "C", "C", "N", "H", "C", "C", "H", "H", "C", "O", "H", "H", "C", "C", "N", "C", "C", "H", "C", "H", "C", "C", "C", "C", "N", "H", "H", "H", "C", "C", "H", "C", "H", "C", "H", "C", "H", "H", "H", "H", "H", "H", "C", "N", "C", "H", "H", "C", "C", "H", "H", "C"], "coordinates": [[4.7403, 0.1175, -4.8397], [2.2336, -0.2001, -2.4438], [-0.4513, -0.5974, 3.7097], [3.6745, -2.6108, -6.5974], [-3.2725, 6.1853, -0.0680], [0.0960, 1.6095, 2.9211], [3.8861, -3.1827, 5.1791], [-0.3281, 1.9441, -3.1522], [-3.0244, 0.3509, -6.7271], [2.3200, 0.0528, -4.9535], [0.4965, 2.6095, 3.0874], [3.0649, -2.3230, 6.9954], [0.8362, -1.7186, 5.4502], [-3.2306, 2.2051, -0.5313], [1.4096, 0.4921, -2.2876], [0.2742, 1.9382, -9.0152], [-0.1257, 1.5198, -8.0928], [0.6905, 0.8279, 4.8478], [-0.9359, 2.3156, -3.9725], [3.4991, 0.6362, -4.4639], [1.9519, -2.3080, 4.8466], [-2.5496, -1.9399, 5.6580], [3.6300, -1.6736, -6.0377], [-1.9859, 0.6635, -6.8038], [0.8494, -1.3679, 6.8031], [0.1953, 0.8728, -5.7845], [-2.9160, 2.9622, 0.0718], [2.0109, -1.3352, 8.6146], [-1.0434, 0.0073, 1.4620], [-1.3807, -3.7818, 4.5730], [-4.4249, -2.4242, 6.5923], [-0.3950, 3.2675, 0.7971], [-1.4450, -2.4401, 4.9612], [-3.6472, 4.9696, 1.5764], [-1.4573, -0.2422, 0.4845], [-2.4393, -5.6534, 4.4897], [0.0479, 1.8095, -0.7507], [-0.3405, 2.2048, 0.5641], [-3.3451, 4.1797, -0.5460], [-3.4209, 5.1947, 0.3973], [1.9854, -1.6403, 7.5674], [1.5702, 0.3777, -0.1484], [0.7224, 1.3285, -7.0035], [1.4651, -1.5508, -6.1247], [2.3886, -1.1019, -5.7518], [3.0508, -2.6514, 5.6348], [-1.1606, -0.8669, 2.5244], [-3.5875, -2.8046, 6.0054], [1.0635, 0.6568, -4.6910], [-2.1263, 1.2698, -8.8735], [-2.8300, 4.4264, -1.3865], [-3.3889, 2.9074, 0.9762], [4.8096, -1.0360, -5.6292], [-0.4184, 1.2766, 1.6409], [3.9239, -2.5954, 7.6108], [-2.4600, -4.6238, 4.8524], [3.4323, 1.4995, -3.7957], [-3.5481, -4.1415, 5.5908], [-0.4998, -4.1290, 4.0274], [0.7132, 1.0257, -3.3934], [-2.5639, -0.8806, 5.9292], [-1.5718, 0.2473, -4.7151], [1.9144, -2.5267, 3.7766], [-1.3535, 3.1374, -1.6827], [-0.0297, -0.8786, 7.2288], [-4.3719, -4.8129, 5.8394], [1.0543, 0.8303, -0.9958], [-0.3564, -1.5672, 4.6947], [0.1794, 0.6450, 3.9018], [5.6484, 0.6223, -4.5101], [1.7919, 1.5329, -7.0858], [-0.5901, 2.3890, -1.8723], [-1.1691, 0.5701, -5.6770], [5.7798, -1.4491, -5.9131], [-1.7385, -1.7869, 2.4389], [-1.4761, 1.1635, -8.0050]], "mulliken_charge": [-0.848, 0.543, 0.724, 0.389, 0.316, -1.122, 0.380, -0.295, 0.381, -0.681, 0.472, -0.382, -0.658, 0.290, -0.418, 0.395, -0.731, 0.513, 0.602, 0.074, -0.002, 0.045, -0.722, -0.847, -0.020, -0.126, -0.329, 0.385, -0.646, -0.010, 0.376, 0.451, -0.761, -0.538, 0.474, 0.388, 0.168, -0.629, -0.408, 0.116, -0.714, 0.462, 0.021, 0.434, 0.120, -0.769, -0.609, -0.778, 0.582, 0.387, 0.353, 0.299, -0.378, 0.732, 0.386, -0.711, 0.498, -0.369, 0.416, 1.075, 0.429, 0.548, 0.433, 0.204, 0.422, 0.385, -1.128, 1.075, -0.347, 0.380, 0.448, -0.850, -0.222, 0.381, 0.490, -0.398]}



4.
{"formula": "C5H11NO", "method": "ωB97M-V with the def2-TZVPD basis set", "molar_mass_g_mol": 101.15, "lumo_ev": 0.8, "smiles": "CNC(=O)C(C)C", "relative_energy_kcal_mol": 12.6, "total_charge": 0, "fmax_ev_per_a": 0.82, "homo_lumo_gap_ev": 10.306, "e_tot_ev": -8901.15172, "multiplicity": 1, "symbols": ["C", "H", "H", "H", "H", "H", "C", "C", "H", "H", "C", "C", "H", "H", "N", "H", "O", "H"], "coordinates": [[-1.7179, 1.0642, 0.4017], [-1.8147, 0.8886, 1.4757], [-1.2794, 2.0579, 0.2532], [-1.5588, -1.6482, 0.9986], [1.2170, -0.2176, -1.4579], [-2.7108, 1.0530, -0.0575], [2.6984, 0.4123, -0.2020], [-0.8609, -0.0255, -0.2162], [2.4171, 1.4765, -0.1412], [-0.7154, 0.1950, -1.2841], [0.4905, -0.1240, 0.4369], [-1.4707, -1.4135, -0.0664], [-2.4580, -1.4294, -0.5270], [-0.8449, -2.1849, -0.5331], [1.4878, -0.3108, -0.4858], [3.3685, 0.1767, -1.0348], [0.6843, -0.1527, 1.6411], [3.0678, 0.1825, 0.7989]], "nbo_charge": [-0.598, 0.227, 0.210, 0.223, 0.374, 0.208, -0.416, -0.309, 0.177, 0.187, 0.691, -0.595, 0.207, 0.214, -0.624, 0.203, -0.607, 0.228]}